Arrangement a

A single C4H10N2S molecule, computed with ωB97M-V with the def2-TZVPD basis set.

```
17
Properties=species:S:1:pos:R:3:lowdin_charge:R:1
N -1.483 1.215 -1.400 -0.026
C -0.080 1.003 -1.110 -0.289
C 0.135 0.269 0.206 -0.720
C 1.588 0.101 0.597 -0.306
N 2.307 -0.681 -0.383 0.009
C -0.866 0.416 1.301 -0.401
S -0.904 -1.197 0.513 0.841
H -1.881 0.316 -1.635 0.044
H -1.635 1.785 -2.256 0.089
H 0.516 0.533 -1.924 0.116
H 0.308 2.030 -1.006 0.123
H 2.091 1.044 0.588 0.111
H 1.639 -0.272 1.629 0.112
H 3.286 -0.667 -0.159 0.068
H 1.916 -1.609 -0.320 0.060
H -1.755 1.063 1.066 0.086
H -0.446 0.472 2.323 0.082
```

For the LUMO energy, the calculation gives 0.9 eV. The SMILES is NCC1(CN)CS1.

Arrangement b

A single C4H10N2S molecule, computed with ωB97M-V with the def2-TZVPD basis set.

```
17
Properties=species:S:1:pos:R:3:lowdin_charge:R:1
C -2.506 -0.166 0.659 -0.078
N -1.670 0.377 -0.422 -0.032
N -0.412 -0.208 -0.380 -0.256
C -0.265 -1.650 -0.374 -0.154
C 0.670 0.579 -0.143 -0.677
C 0.425 2.031 -0.073 -0.095
S 2.113 -0.424 0.278 0.511
H -2.394 0.413 1.687 0.121
H -2.461 -1.263 0.967 0.105
H -3.302 0.370 0.493 0.009
H -2.069 0.329 -1.245 0.062
H 0.379 -2.044 -1.189 0.083
H -1.192 -2.120 -0.517 0.050
H 0.255 -1.817 0.690 0.079
H 0.362 2.536 -1.100 0.119
H -0.223 2.016 0.751 0.059
H 1.470 2.421 0.222 0.094
```

For the LUMO energy, the calculation gives 0.7 eV. The SMILES is CNN(C)C(C)=S.

Arrangement c

2 unconnected molecules or ions with the total composition C4H10N2S, computed with ωB97M-V with the def2-TZVPD basis set.

```
17
Properties=species:S:1:pos:R:3:lowdin_charge:R:1
C -2.674 -1.234 0.273 -0.008
C 1.551 0.025 0.144 -0.859
C 1.822 0.703 -1.184 -0.122
C 1.062 0.720 1.298 -0.195
N -1.556 -0.833 -0.357 -0.255
N -1.205 0.337 -0.637 -0.026
S 1.552 -1.604 0.282 0.695
H -3.373 -0.472 0.520 0.046
H -2.865 -2.270 0.267 0.033
H 1.968 -0.101 -1.989 0.095
H 2.773 1.225 -1.171 0.077
H 1.064 1.346 -1.395 0.021
H -0.021 1.051 1.099 0.095
H 1.703 1.525 1.632 0.079
H 0.991 0.073 2.181 0.061
H -0.832 -1.573 -0.700 0.140
H -1.959 1.083 -0.262 0.124
```

For the LUMO energy, the calculation gives 0.1 eV.

Going by the energies, arrangement a is most stable and the next is 303.8 kJ/mol up.

Arrangement a

A single C3H5BrO molecule, computed with ωB97M-V with the def2-TZVPD basis set.

```
10
Properties=species:S:1:pos:R:3:lowdin_charge:R:1
C 0.340 -0.546 0.516 -0.292
C -0.747 -0.461 -0.594 -0.218
C 0.664 1.008 0.638 -0.582
O -0.540 -0.518 -1.872 0.072
Br -0.338 1.971 1.953 0.586
H -0.160 -0.792 1.540 0.108
H 1.204 -1.194 0.233 0.100
H -1.646 0.007 -0.118 0.118
H 0.961 1.475 -0.300 0.027
H 0.262 -0.951 -1.996 0.081
```

For the LUMO energy (spin up / spin down), the calculation gives 0.3 / 0.6 eV.

Arrangement b

A single C3H5BrO molecule, computed with ωB97M-V with the def2-TZVPD basis set.

```
10
Properties=species:S:1:pos:R:3:lowdin_charge:R:1
C -0.484 0.126 -0.258 -0.179
C -2.354 0.897 0.729 -0.647
C 0.973 0.131 -0.099 -0.088
O -1.155 1.078 0.414 -0.161
Br -3.252 2.585 1.083 0.638
H -1.091 -0.791 -0.334 0.108
H -2.805 -0.132 0.586 0.103
H 1.478 0.818 -0.677 0.034
H 1.472 -0.779 -0.313 0.062
H 1.313 0.652 0.910 0.130
```

For the LUMO energy (spin up / spin down), the calculation gives 0.4 / 0.7 eV.

Going by the energies, arrangement a is most stable and the next is 35.8 kJ/mol up.

Arrangement a

2 unconnected molecules or ions with the total composition C4H12NS2, computed with ωB97M-V with the def2-TZVPD basis set.

```
19
Properties=species:S:1:pos:R:3:lowdin_charge:R:1
C 1.031 0.016 -2.341 -0.192
C 1.754 -0.613 -1.168 -0.631
S 2.609 0.610 -0.143 0.672
H 1.671 0.526 -3.058 0.060
H 0.291 0.734 -1.979 0.062
H 0.454 -0.725 -2.895 0.076
H 1.049 -1.156 -0.543 0.040
H 2.502 -1.314 -1.539 0.058
H 3.456 -0.234 0.459 -0.165
C -1.158 0.872 1.274 -0.403
C -1.399 -0.467 0.535 -0.812
S -3.089 -1.129 0.637 0.084
N -1.677 0.888 2.645 -0.057
H -1.639 1.653 0.674 0.088
H -0.095 1.118 1.338 0.059
H -0.672 -1.186 0.947 0.025
H -1.144 -0.322 -0.523 0.003
H -1.284 0.077 3.099 0.039
H -2.660 0.651 2.580 -0.007
```

For the LUMO energy, the calculation gives 2.8 eV. The net charge is -1.

Arrangement b

2 unconnected molecules or ions with the total composition C4H12NS2, computed with ωB97M-V with the def2-TZVPD basis set.

```
19
Properties=species:S:1:pos:R:3:lowdin_charge:R:1
C -1.662 2.237 0.592 -0.410
C -0.379 1.788 1.315 -0.714
S 0.885 1.213 0.132 0.274
N -2.241 1.193 -0.269 -0.056
H -1.438 3.090 -0.050 0.081
H -2.434 2.521 1.318 0.085
H -0.623 1.000 2.036 0.038
H 0.020 2.644 1.869 0.027
H -2.542 0.417 0.305 0.042
H -1.483 0.881 -0.872 -0.007
C 1.908 -1.899 -1.512 -0.212
C 0.690 -2.153 -0.633 -0.645
S 1.191 -2.187 1.138 0.556
H 2.658 -2.674 -1.352 0.053
H 2.342 -0.955 -1.174 0.029
H 1.602 -1.780 -2.558 0.063
H -0.044 -1.354 -0.691 0.007
H 0.267 -3.147 -0.799 0.042
H 1.285 -0.834 1.205 -0.253
```

For the LUMO energy, the calculation gives 3.5 eV. The net charge is -1.

Going by the energies, arrangement b is most stable and the next is 43.5 kJ/mol up.

Arrangement a

2 unconnected molecules or ions with the total composition C3H8ClNSi, computed with ωB97M-V with the def2-TZVPD basis set.

```
14
Properties=species:S:1:pos:R:3:lowdin_charge:R:1
C 0.853 1.688 0.676 -0.079
C -0.261 0.943 0.497 -0.300
Si -0.261 -0.357 -0.794 0.645
N 0.740 -1.581 -1.093 -0.266
C 1.860 -2.022 -0.231 -0.238
H 1.003 2.383 1.542 0.068
H 1.829 1.564 0.184 0.054
H -1.147 1.187 1.101 0.048
H -1.434 -0.462 -1.492 -0.089
H 2.476 -1.120 0.091 0.072
H 1.533 -2.649 0.556 0.047
H 2.415 -2.570 -0.961 0.041
Cl -5.448 1.686 0.036 0.215
H -4.161 1.311 -0.114 -0.217
```

For the LUMO energy, the calculation gives -0.1 eV. The SMILES is C=C/[SiH]=N\C.Cl.

Arrangement b

2 unconnected molecules or ions with the total composition C3H8ClNSi, computed with ωB97M-V with the def2-TZVPD basis set.

```
14
Properties=species:S:1:pos:R:3:lowdin_charge:R:1
C -2.206 -0.978 -1.711 -0.081
C -1.451 -1.277 -0.694 -0.289
Si 0.246 -0.538 -0.195 0.724
N 0.799 0.431 0.964 -0.286
C 0.078 0.977 2.062 -0.283
H -3.258 -1.149 -1.884 0.061
H -1.749 -0.444 -2.546 0.051
H -1.965 -1.699 0.111 0.020
H 1.391 -1.033 -0.861 -0.074
H 0.387 0.353 2.927 0.079
H 0.465 1.999 2.345 0.078
H -0.968 1.068 1.898 0.040
Cl 4.506 -0.994 1.174 0.310
H 3.456 -0.501 0.755 -0.351
```

For the LUMO energy, the calculation gives 0.1 eV. The SMILES is C=C/[SiH]=N\C.Cl.

Going by the energies, arrangement b is most stable and the next is 18.0 kJ/mol up.